1.
This record from the Open Molecules 2025 dataset describes a 2-piece molecular cluster, C4H2N2O3 overall in a non-equilibrium geometry. The level of theory is wB97M-V/def2-TZVPD.

As for the maximum force: 2.373 eV/Å. As for the relative energy (zero: lowest compared OMol25 entry of this formula, charge and spin): 0.00 kcal/mol. The net charge is -2. Its molar mass is 126.1 g/mol.

Each line ends with the Mulliken charge.
Element x y z (Å)
C: 0.0383 3.5345 0.8566  0.38
C: -0.8422 -1.1759 -0.7493  0.59
C: 0.6926 -3.1268 -0.6521  0.57
C: -0.0647 2.1779 0.7588  -0.88
N: 0.2188 4.6500 1.2567  -0.68
N: 0.0418 -1.8407 -0.2837  -0.28
O: 1.8362 -2.9769 -1.0028  -0.64
O: -1.5611 -0.3638 -1.1823  -0.54
O: -0.0767 -4.0771 -0.4586  -0.70
H: 0.1377 1.5709 1.5973  0.21
H: -0.4207 1.6280 -0.1406  -0.02

Force components x, y, z for each atom (eV/Å):
C 0.56 1.38 1.81
C 2.16 -0.50 0.54
C -1.72 -0.16 0.89
C -0.76 -0.50 -2.19
N -0.38 -1.01 -1.16
N -1.12 1.04 0.06
O 1.68 -0.46 -0.72
O -1.44 0.49 -0.53
O 0.42 -0.71 -0.36
H 0.28 -0.40 0.93
H 0.34 0.83 0.72

---

2.
This record from the Open Molecules 2025 dataset describes one molecule with the formula C4H2N2S in a non-equilibrium geometry. The level of theory is wB97M-V/def2-TZVPD.

As for the maximum force: 6.293 eV/Å. As for the relative energy (zero: lowest compared OMol25 entry of this formula, charge and spin): 104.27 kcal/mol. Its molar mass is 110.1 g/mol.

Each line ends with the Mulliken charge.
Element x y z (Å)
C: -2.3799 0.9837 0.3465  0.41
C: -0.2642 1.4163 -0.6098  0.52
C: 1.5613 -0.2345 0.6533  -0.46
C: -1.3619 0.7352 -0.5446  -0.49
N: -3.3370 1.4071 0.9042  -0.42
N: 0.8415 1.8994 -0.5952  -0.40
S: 2.0850 1.2666 0.4376  0.18
H: 2.1589 -0.8188 1.1596  0.32
H: -1.3579 -0.2286 -0.9356  0.35

Force components x, y, z for each atom (eV/Å):
C -4.99 3.03 2.36
C 1.56 0.38 0.50
C -2.60 3.72 -2.74
C 0.36 -0.48 0.19
N 3.13 -1.76 -1.33
N -0.34 1.08 -0.92
S -0.65 -1.41 0.27
H 3.38 -3.09 2.92
H 0.15 -1.46 -1.25

---

3.
This record from the Open Molecules 2025 dataset describes one molecule with the formula C4H2N4O in a non-equilibrium geometry. The level of theory is wB97M-V/def2-TZVPD.

As for the SMILES: c1nnc2conc2n1. As for the maximum force: 2.489 eV/Å. As for the relative energy (zero: lowest compared OMol25 entry of this formula, charge and spin): 21.64 kcal/mol. Its molar mass is 122.1 g/mol.

Each line ends with the Mulliken charge.
Element x y z (Å)
C: 1.9026 -0.7177 0.0042  0.03
C: -0.3057 0.6175 -0.0101  0.92
C: -1.6549 0.9734 0.0001  -0.45
C: -0.3288 -0.7649 -0.0046  0.53
H: 2.8527 -1.2308 -0.0038  0.43
H: -2.1716 1.9342 -0.0151  0.44
N: 1.9395 0.6839 0.0223  -0.39
N: 0.8381 1.3950 -0.0050  -0.35
N: -1.5492 -1.2565 0.0116  -0.50
N: 0.8167 -1.4754 -0.0102  -0.54
O: -2.3394 -0.1588 0.0106  -0.10

Force components x, y, z for each atom (eV/Å):
C -2.32 -0.22 0.00
C -0.66 2.40 0.00
C 0.93 -0.07 -0.10
C 0.35 -0.87 0.05
H 0.16 0.25 0.03
H 0.03 -0.59 0.04
N -0.74 0.81 -0.16
N 0.88 -2.32 0.14
N 0.33 -0.69 -0.03
N 1.83 0.19 0.02
O -0.80 1.11 0.02

---

4.
This record from the Open Molecules 2025 dataset describes an isolated ion of composition C4H2N4O2S2 and charge -2 in a non-equilibrium geometry. The level of theory is wB97M-V/def2-TZVPD.

Its total energy is -35905.977 eV. As for the SMILES: [O-]c1nc(=S)[nH]/c(=N\N=C/[S-])o1. As for the maximum force: 4.383 eV/Å. The net charge is -2. Its molar mass is 202.2 g/mol.

Each line ends with the Mulliken charge.
Element x y z (Å)
C: -0.2927 1.4247 -1.3163  -0.23
C: 1.4917 -0.7156 0.5864  0.46
C: 1.7692 -2.9789 0.1799  0.09
C: 3.4470 -1.6041 0.9898  0.51
N: 0.4909 0.4529 -1.0831  -0.60
N: 1.2544 0.3480 0.0274  -0.09
N: 3.0434 -2.6610 0.3235  -0.50
N: 0.8264 -2.0276 0.3999  -0.15
O: 2.3340 -0.8950 1.6066  -0.36
O: 4.5791 -1.2355 1.1045  -0.63
S: 1.4174 -4.5404 -0.3941  -0.53
S: -0.9317 2.5752 -0.2773  -0.58
H: -0.6058 1.4529 -2.3764  0.28
H: -0.1773 -2.0921 0.0350  0.33

Force components x, y, z for each atom (eV/Å):
C -0.46 0.22 -0.37
C -3.08 -3.04 0.66
C -0.16 -0.91 -0.74
C -0.78 -0.17 0.00
N 0.99 -1.95 -1.25
N 0.05 2.56 -0.02
N 0.64 -1.10 -0.37
N -1.43 1.62 -0.93
O 2.24 1.12 0.49
O 0.76 0.90 0.87
S -0.78 -0.19 0.08
S -0.49 1.06 0.67
H -0.01 -0.11 0.41
H 2.50 -0.02 0.49

---

5.
This record from the Open Molecules 2025 dataset describes C4H2NO2S as an isolated structure in a non-equilibrium geometry. The level of theory is wB97M-V/def2-TZVPD.

As for the maximum force: 5.057 eV/Å. As for the relative energy (zero: lowest compared OMol25 entry of this formula, charge and spin): 73.24 kcal/mol. The net charge is -1. Its molar mass is 128.1 g/mol.

Each line ends with the Mulliken charge.
Element x y z (Å)
C: 0.0844 -1.1371 0.5128  0.69
C: 0.1573 1.4104 -0.1719  -0.26
C: -0.1445 -2.8203 2.4800  0.53
C: -0.2795 -0.4196 -0.5601  -0.77
N: 0.4647 -1.8460 1.4047  -0.27
O: -1.3510 -2.9123 2.4908  -0.62
O: 0.6728 -3.4662 3.1116  -0.64
S: 0.3804 2.6075 -1.2297  -0.28
H: 0.2551 1.4677 0.8870  0.30
H: -0.9353 -0.7514 -1.3918  0.32

Force components x, y, z for each atom (eV/Å):
C -0.29 -1.26 0.73
C -1.29 -4.25 -2.42
C -0.10 -1.43 0.92
C 0.78 4.32 1.02
N -0.03 0.82 -1.27
O -1.42 1.06 -0.82
O 1.40 0.62 -0.16
S -0.19 -0.54 0.52
H 0.23 0.14 0.74
H 0.91 0.52 0.75

---

6.
This record from the Open Molecules 2025 dataset describes an isolated ion of composition C4H2NO5P and charge -2 in a non-equilibrium geometry. The level of theory is wB97M-V/def2-TZVPD.

Its total energy is -25196.922 eV. As for the SMILES: O=C(/C=P/[O-])NC(=O)C(=O)[O-]. As for the maximum force: 3.816 eV/Å. The net charge is -2. Its molar mass is 175.0 g/mol.

Each line ends with the Mulliken charge.
Element x y z (Å)
C: -0.8466 1.5791 -0.1187  -0.36
C: 1.1353 -1.4950 1.1792  0.63
C: -0.6619 0.1809 0.2070  0.48
C: 0.6373 -1.7576 -0.2004  0.37
N: -0.1265 -0.6671 -0.7151  0.01
O: 2.2297 -0.9870 0.9662  -0.69
O: 0.7906 -1.8980 2.2773  -0.76
O: -1.0438 -0.2080 1.3014  -0.61
O: 0.9382 -2.7453 -0.9322  -0.74
O: -0.8116 3.9238 -1.3499  -0.58
P: -0.6317 2.4479 -1.6576  -0.27
H: -1.4312 2.0391 0.7217  0.30
H: -0.1776 -0.4129 -1.6791  0.22

Force components x, y, z for each atom (eV/Å):
C -0.69 1.11 -1.61
C 1.34 -1.81 1.58
C -1.48 2.23 0.49
C -1.41 -1.43 -3.24
N 1.15 -2.15 0.55
O 2.51 2.15 -1.28
O -1.73 -1.17 0.89
O -0.05 -0.56 0.16
O -0.66 2.31 1.69
O -0.23 0.14 -0.70
P 0.04 -0.79 2.84
H 0.86 0.10 -0.91
H 0.36 -0.14 -0.46